{
  "formula": "C38H42Cl45O3PS",
  "method": "ωB97M-V with the def2-TZVPD basis set",
  "homo_lumo_gap_ev": 7.407,
  "homo_ev": -8.40,
  "e_lumo_ev": -0.992,
  "symbols": ["C", "O", "C", "C", "C", "C", "C", "C", "C", "C", "C", "C", "C", "C", "C", "C", "C", "O", "C", "C", "P", "S", "C", "C", "C", "C", "C", "O", "H", "H", "H", "H", "H", "H", "H", "H", "H", "H", "H", "H", "H", "H", "H", "H", "H", "H", "H", "H", "H", "H", "H", "H", "H", "H", "H", "C", "Cl", "Cl", "Cl", "H", "C", "Cl", "Cl", "Cl", "H", "C", "Cl", "Cl", "Cl", "H", "C", "Cl", "Cl", "Cl", "H", "C", "Cl", "Cl", "Cl", "H", "C", "Cl", "Cl", "Cl", "H", "C", "Cl", "Cl", "Cl", "H", "C", "Cl", "Cl", "Cl", "H", "C", "Cl", "Cl", "Cl", "H", "C", "Cl", "Cl", "Cl", "H", "C", "Cl", "Cl", "Cl", "H", "C", "Cl", "Cl", "Cl", "H", "C", "Cl", "Cl", "Cl", "H", "C", "Cl", "Cl", "Cl", "H", "C", "Cl", "Cl", "Cl", "H"],
  "xyz": [[0.2429, -2.7248, 3.5971], [-0.4021, -1.5717, 3.1209], [-1.5403, -1.8546, 2.3306], [-1.1731, -2.1052, 0.8575], [-2.1584, -1.4891, -0.1523], [-1.4427, -0.7777, -1.3268], [-2.0846, -1.0940, -2.6829], [-1.7482, -0.0095, -3.7022], [-1.9589, -0.4213, -5.1783], [-0.6084, -0.3416, -5.9250], [0.3040, -1.3680, -5.2807], [0.0481, -2.7077, -5.5973], [0.8203, -3.7212, -5.0445], [1.8412, -3.3924, -4.1573], [2.0905, -2.0780, -3.8090], [1.3317, -1.0468, -4.3979], [1.6819, 0.3440, -4.0129], [1.6559, 1.2854, -4.7647], [2.1223, 0.5316, -2.5911], [1.8206, 1.6874, -1.8570], [0.8912, 3.0865, -2.5300], [1.9474, 4.3629, -3.5708], [2.2785, 1.7666, -0.5474], [3.0149, 0.7355, 0.0301], [3.3137, -0.4071, -0.7013], [2.8558, -0.5015, -2.0189], [3.1320, -1.7403, -2.8043], [4.0937, -2.4317, -2.6033], [-0.4477, -3.5335, 3.8605], [0.8267, -2.5017, 4.4898], [0.9423, -3.1324, 2.8598], [-2.2233, -1.0109, 2.4357], [-2.0625, -2.7410, 2.7079], [-0.1623, -1.7326, 0.6887], [-1.1669, -3.1857, 0.7040], [-2.8241, -2.2676, -0.5267], [-2.7955, -0.7544, 0.3441], [-1.4689, 0.3032, -1.1701], [-0.4225, -1.1672, -1.3381], [-3.1714, -1.1074, -2.5713], [-1.7451, -2.0798, -3.0081], [-2.3791, 0.8609, -3.5059], [-0.7224, 0.3190, -3.5365], [-2.3073, -1.4565, -5.1693], [-2.7331, 0.1769, -5.6546], [-0.2415, 0.6743, -5.8237], [-0.7110, -0.5545, -6.9888], [-0.7687, -2.9256, -6.2713], [0.5998, -4.7451, -5.3109], [2.4124, -4.2010, -3.7185], [0.3318, 3.7824, -1.4452], [-0.1751, 2.5907, -3.2975], [2.0585, 2.6382, 0.0537], [3.3180, 0.8195, 1.0570], [3.8577, -1.2316, -0.2623], [2.5306, -0.3921, 5.5397], [3.0665, 0.4106, 4.0639], [3.2832, -1.9817, 5.7022], [2.8730, 0.5983, 6.9560], [1.4616, -0.5319, 5.4766], [-0.2045, -0.8708, 9.0661], [-0.5451, 0.7411, 9.6933], [-1.3027, -2.0582, 9.7667], [-0.3088, -0.8917, 7.3021], [0.8071, -1.1356, 9.3454], [4.2331, -2.0507, -7.8695], [3.3907, -2.3937, -9.3863], [3.2120, -2.4567, -6.4840], [5.7718, -2.9106, -7.8036], [4.4420, -0.9894, -7.8358], [5.4212, 4.0939, 1.9238], [4.5729, 2.7798, 1.0911], [4.8796, 5.6627, 1.3225], [5.1682, 3.9747, 3.6613], [6.4781, 3.9982, 1.7208], [-3.8608, 2.3804, 1.4213], [-4.7630, 0.8653, 1.5297], [-2.1825, 2.0514, 0.9957], [-4.6111, 3.4625, 0.2492], [-3.8762, 2.8654, 2.3884], [5.1469, -7.0599, -6.1205], [5.8787, -7.0432, -7.7256], [6.3786, -7.2655, -4.8737], [4.2179, -5.5865, -5.8451], [4.4708, -7.9027, -6.0675], [2.5191, -6.1985, 2.4014], [3.1940, -5.7011, 0.8497], [2.9278, -5.0330, 3.6610], [0.7691, -6.4027, 2.2844], [2.9528, -7.1526, 2.6692], [7.8045, 4.0920, 6.8973], [8.0485, 5.1535, 5.5156], [8.7427, 4.6391, 8.2866], [6.0890, 3.9784, 7.3150], [8.1466, 3.1036, 6.6277], [-8.7064, -0.8974, 0.3976], [-8.1224, -0.8196, -1.2670], [-7.3507, -0.9683, 1.5277], [-9.7512, 0.4742, 0.7535], [-9.2865, -1.8035, 0.5099], [-12.9705, 2.2686, -0.9212], [-12.4724, 2.3200, 0.7767], [-11.6584, 1.7393, -1.9651], [-14.3827, 1.2290, -1.1188], [-13.2474, 3.2728, -1.2155], [-11.8260, 3.7093, -5.7200], [-10.5057, 4.8761, -5.6628], [-11.2022, 2.0642, -5.8528], [-12.8645, 3.8695, -4.3026], [-12.4222, 3.9163, -6.5985], [9.5081, 1.8471, 2.9944], [8.6866, 0.6232, 2.0299], [8.9756, 3.4645, 2.5262], [9.2543, 1.5490, 4.7147], [10.5698, 1.7772, 2.7986], [2.4748, 5.2902, 6.3883], [2.3203, 6.7849, 7.3134], [1.0931, 4.2301, 6.6744], [2.6560, 5.6260, 4.6710], [3.3664, 4.7783, 6.7253], [1.2779, 5.3357, -7.2061], [2.2580, 6.8037, -7.1733], [-0.4365, 5.7242, -7.0479], [1.5739, 4.4170, -8.6859], [1.5634, 4.7205, -6.3593], [-4.6917, -2.4999, 12.0996], [-3.6531, -3.7815, 11.4720], [-5.7050, -1.8348, 10.8192], [-5.6779, -3.0929, 13.4358], [-4.0574, -1.7070, 12.4736]],
  "forces_ev_per_a": [[0.450, -0.443, -0.172], [-0.282, -0.034, 0.585], [0.045, -0.082, -0.418], [-0.524, -0.060, 0.222], [0.304, 0.303, -0.012], [-0.670, -0.907, 0.047], [0.060, 0.636, 0.274], [-0.476, 0.010, -0.387], [0.417, -0.214, 0.366], [-0.479, -0.078, 0.460], [-0.037, 0.402, -0.815], [0.493, 0.086, 0.592], [-0.475, 0.597, -0.091], [-0.158, -0.685, 0.265], [-0.600, 0.117, -0.220], [-0.006, -0.632, 0.278], [0.145, 0.005, 0.327], [-0.272, 0.309, -0.308], [-0.182, -0.161, -0.102], [-0.130, -0.333, 0.174], [0.860, 1.103, -1.248], [0.023, 0.034, 0.195], [-0.156, -0.117, 0.044], [-0.362, -0.555, -0.535], [-0.261, 0.388, -0.179], [0.241, 0.107, 0.563], [-0.480, 0.247, -0.155], [0.417, -0.417, 0.246], [-0.193, 0.128, -0.011], [-0.072, 0.223, -0.016], [-0.032, 0.032, -0.095], [0.121, 0.146, -0.073], [-0.017, 0.078, 0.252], [0.028, 0.086, 0.056], [0.340, -0.035, -0.127], [-0.018, 0.007, -0.120], [-0.038, -0.104, 0.049], [0.321, -0.037, 0.072], [0.226, 0.483, -0.155], [-0.049, -0.276, -0.012], [-0.096, -0.027, -0.141], [0.085, 0.067, 0.208], [0.058, 0.024, -0.060], [-0.115, -0.011, -0.231], [0.080, 0.111, -0.097], [0.221, -0.049, -0.107], [-0.042, -0.076, -0.024], [0.007, -0.100, -0.073], [0.183, -0.107, 0.093], [0.201, 0.178, 0.083], [-0.208, -0.650, 0.237], [-0.124, -0.291, 0.482], [-0.100, 0.072, -0.022], [-0.064, -0.233, 0.153], [0.078, -0.004, -0.039], [0.158, 0.042, -0.105], [0.020, 0.029, 0.028], [0.040, -0.005, 0.041], [0.024, 0.057, 0.025], [-0.029, 0.022, -0.048], [-0.010, 0.016, 0.010], [0.040, 0.004, -0.024], [0.037, 0.039, -0.014], [-0.207, -0.076, 0.034], [0.008, 0.012, -0.028], [-0.049, -0.053, -0.024], [0.009, 0.026, 0.037], [0.703, 0.149, -0.716], [-0.019, 0.042, 0.009], [-0.023, -0.001, -0.003], [-0.179, 0.023, 0.043], [0.671, 0.663, 0.294], [0.016, -0.026, -0.017], [0.365, -0.265, -0.130], [0.003, -0.039, -0.024], [-0.068, -0.131, -0.089], [0.056, 0.276, 0.046], [0.169, 0.087, 0.024], [0.030, 0.008, 0.027], [-0.008, -0.028, 0.010], [0.023, 0.065, 0.023], [-0.019, -0.014, -0.002], [-0.020, -0.023, 0.004], [0.001, -0.104, 0.006], [0.012, -0.008, -0.005], [-0.026, 0.087, -0.055], [0.004, -0.010, 0.012], [0.055, -0.056, 0.033], [0.005, -0.021, 0.013], [-0.007, -0.001, 0.000], [0.002, 0.176, 0.026], [0.014, 0.018, 0.106], [-0.001, -0.032, -0.008], [-0.020, -0.053, -0.011], [-0.026, -0.030, -0.017], [0.050, 0.132, -0.024], [-0.010, -0.030, 0.000], [-0.185, -0.203, 0.049], [0.094, -0.145, 0.037], [0.015, -0.007, -0.001], [0.014, -0.064, -0.008], [-0.085, 0.101, -0.078], [0.082, -0.102, 0.127], [-0.019, 0.034, -0.005], [-0.009, 0.003, 0.026], [0.105, -0.036, 0.075], [-0.026, 0.002, -0.017], [-0.022, 0.007, -0.016], [-0.148, 0.155, -0.148], [-0.007, -0.004, 0.006], [-0.115, -0.051, -0.150], [0.012, 0.008, 0.002], [0.130, -0.034, 0.037], [0.022, 0.014, 0.025], [0.002, 0.019, 0.012], [-0.092, 0.045, -0.048], [0.031, -0.020, 0.015], [0.008, -0.051, 0.037], [-0.277, 0.215, 0.112], [0.008, -0.005, 0.007], [0.035, -0.014, 0.050], [-0.026, -0.050, 0.006], [0.010, -0.015, 0.016], [0.005, -0.004, 0.015], [-0.028, 0.017, 0.017], [-0.055, -0.016, -0.037], [-0.020, -0.056, 0.041], [0.030, 0.017, 0.008], [0.027, 0.016, 0.004], [0.007, -0.004, -0.007]],
  "lowdin_charge": [-0.143, -0.191, -0.223, -0.156, -0.198, -0.200, -0.199, -0.204, -0.165, -0.121, -0.173, -0.035, -0.083, -0.102, -0.156, -0.084, -0.304, 0.087, -0.084, -0.323, 0.418, 0.147, -0.127, -0.146, 0.036, -0.071, -0.294, 0.140, 0.089, 0.033, 0.054, 0.098, 0.118, 0.108, 0.110, 0.109, 0.037, 0.075, 0.100, 0.117, 0.115, 0.117, 0.068, 0.099, 0.109, 0.103, 0.122, 0.124, 0.112, 0.110, -0.015, -0.017, 0.088, 0.019, 0.128, -1.572, 0.547, 0.532, 0.522, -0.066, -1.537, 0.532, 0.515, 0.562, 0.013, -1.494, 0.526, 0.689, 0.524, 0.016, -1.502, 0.656, 0.548, 0.485, -0.049, -1.523, 0.515, 0.555, 0.538, 0.016, -1.547, 0.524, 0.526, 0.523, 0.010, -1.543, 0.527, 0.533, 0.526, 0.011, -1.556, 0.512, 0.538, 0.528, -0.049, -1.534, 0.524, 0.496, 0.505, 0.013, -1.550, 0.507, 0.494, 0.529, -0.002, -1.546, 0.529, 0.521, 0.512, 0.011, -1.524, 0.543, 0.547, 0.559, 0.014, -1.557, 0.531, 0.517, 0.506, -0.036, -1.567, 0.513, 0.506, 0.508, -0.059, -1.558, 0.500, 0.525, 0.526, 0.012]
}